(1)
Molecular formula: C31H63NO22S4
Method: DFT, the ωB97M-V functional and the def2-TZVPD basis

Each line ends with the Löwdin charge.
Element x y z (Å)
O: 1.369 -3.707 4.219  -0.217
S: 0.154 -3.045 4.540  0.591
O: -0.075 -1.719 4.070  -0.220
O: -1.083 -3.964 4.128  -0.222
C: -1.541 -4.763 5.255  -0.125
C: -1.281 -3.862 6.454  -0.124
O: -0.070 -3.160 6.106  -0.191
H: -2.571 -5.065 5.102  0.121
H: -0.867 -5.619 5.188  0.137
H: -1.042 -4.363 7.387  0.137
H: -2.064 -3.121 6.615  0.136
O: -0.524 6.918 -1.368  -0.220
S: -1.713 6.551 -0.688  0.605
O: -2.596 7.560 -0.205  -0.224
O: -2.549 5.508 -1.584  -0.184
C: -2.841 4.336 -0.828  -0.167
C: -1.665 4.173 0.118  -0.149
O: -1.391 5.535 0.499  -0.196
H: -3.755 4.507 -0.247  0.135
H: -3.055 3.500 -1.489  0.120
H: -0.777 3.726 -0.318  0.103
H: -2.007 3.658 1.012  0.139
O: -1.063 1.438 -1.430  -0.232
S: -0.006 0.760 -0.745  0.607
O: 1.270 1.373 -0.644  -0.219
O: -0.520 0.369 0.721  -0.175
C: -0.631 -1.059 0.849  -0.159
C: -0.906 -1.505 -0.555  -0.156
O: 0.068 -0.746 -1.297  -0.181
H: 0.316 -1.450 1.236  0.113
H: -1.357 -1.355 1.606  0.117
H: -1.918 -1.281 -0.900  0.106
H: -0.762 -2.559 -0.781  0.141
O: -3.888 -1.605 -2.200  -0.222
S: -4.884 -2.619 -2.220  0.615
O: -5.069 -3.513 -1.124  -0.226
O: -6.298 -1.991 -2.656  -0.191
C: -6.843 -2.668 -3.812  -0.127
C: -5.600 -3.157 -4.554  -0.152
O: -4.720 -3.558 -3.507  -0.186
H: -7.494 -3.458 -3.447  0.134
H: -7.350 -1.905 -4.396  0.137
H: -5.185 -2.358 -5.166  0.108
H: -5.826 -4.044 -5.140  0.139
C: 3.730 1.233 -2.750  -0.072
N: 4.829 0.300 -2.875  0.006
C: 6.107 0.621 -2.534  -0.559
C: 7.103 -0.506 -2.700  -0.004
O: 6.405 1.739 -2.158  0.053
H: 3.617 1.624 -1.743  0.051
H: 2.843 0.745 -3.151  0.088
H: 3.881 2.089 -3.412  0.089
H: 4.616 -0.682 -2.931  0.118
H: 7.422 -0.840 -1.712  0.078
H: 8.011 -0.171 -3.199  0.084
H: 6.688 -1.314 -3.300  0.073
C: -3.686 -3.084 2.033  -0.163
C: -2.888 -4.227 1.373  -0.150
C: -3.192 -5.433 2.277  -0.190
O: -4.076 -4.967 3.305  -0.158
C: -4.775 -3.882 2.697  -0.201
H: -4.035 -2.325 1.334  0.108
H: -3.079 -2.568 2.780  0.100
H: -1.815 -4.026 1.331  0.099
H: -3.270 -4.342 0.361  0.087
H: -2.363 -5.985 2.717  0.111
H: -3.713 -6.188 1.670  0.119
H: -5.324 -3.388 3.504  0.125
H: -5.553 -4.248 2.015  0.127
C: -3.291 0.167 -5.634  -0.161
C: -2.941 1.284 -4.667  -0.160
C: -4.289 1.604 -4.028  -0.191
O: -5.281 1.314 -5.017  -0.132
C: -4.707 0.535 -6.064  -0.210
H: -3.242 -0.842 -5.228  0.098
H: -2.627 0.205 -6.502  0.113
H: -2.446 2.151 -5.105  0.117
H: -2.207 0.958 -3.921  0.100
H: -4.356 2.653 -3.739  0.114
H: -4.432 0.968 -3.150  0.106
H: -4.751 1.125 -6.984  0.118
H: -5.288 -0.371 -6.281  0.097
C: 1.877 0.806 3.626  -0.166
C: 2.465 1.876 2.724  -0.167
C: 3.374 2.625 3.683  -0.194
O: 3.867 1.627 4.588  -0.134
C: 3.042 0.462 4.555  -0.183
H: 1.374 0.012 3.081  0.076
H: 1.065 1.229 4.231  0.119
H: 1.717 2.502 2.239  0.111
H: 3.109 1.409 1.974  0.100
H: 2.868 3.423 4.237  0.119
H: 4.249 3.061 3.198  0.109
H: 2.629 0.303 5.554  0.116
H: 3.628 -0.401 4.235  0.100
C: 4.932 -1.861 1.787  -0.161
C: 4.955 -1.177 0.436  -0.144
C: 3.456 -0.897 0.145  -0.206
O: 2.699 -1.472 1.194  -0.152
C: 3.532 -2.405 1.904  -0.186
H: 5.122 -1.187 2.627  0.108
H: 5.697 -2.634 1.889  0.116
H: 5.336 -1.835 -0.350  0.103
H: 5.551 -0.267 0.404  0.112
H: 3.118 -1.178 -0.858  0.110
H: 3.333 0.191 0.159  0.081
H: 3.387 -3.386 1.429  0.125
H: 3.152 -2.519 2.917  0.096
C: 3.477 3.870 0.096  -0.176
C: 2.406 4.937 0.257  -0.142
C: 3.064 6.182 -0.378  -0.180
O: 4.267 5.751 -1.009  -0.131
C: 4.330 4.333 -1.066  -0.204
H: 3.053 2.872 0.009  0.066
H: 4.139 3.864 0.969  0.109
H: 2.082 5.090 1.284  0.109
H: 1.546 4.620 -0.339  0.096
H: 3.337 6.956 0.342  0.116
H: 2.404 6.645 -1.116  0.107
H: 5.350 3.951 -1.014  0.112
H: 3.991 4.004 -2.059  0.106

Properties
max |F| = 1.57 eV/A
M = 930.10 g/mol
structure (SMILES) = O=S1(=O)OCCO1.O=S1(=O)OCCO1.O=S1(=O)OCCO1.O=S1(=O)OCCO1.CNC(C)=O.C1CCOC1.C1CCOC1.C1CCOC1.C1CCOC1.C1CCOC1
HOMO-LUMO gap = 8.78 eV

---

(2)
Molecular formula: C31H64IrN10P2
Method: DFT, the ωB97M-V functional and the def2-TZVPD basis

Each line ends with the Löwdin charge.
Element x y z (Å)
Ir: 0.199 -0.174 0.552  1.210
C: -2.637 -3.058 -3.470  -0.009
N: -2.515 -2.837 -2.026  -0.198
C: -2.810 -3.995 -1.193  -0.019
C: -2.070 -1.629 -1.554  -0.363
N: -0.925 -1.520 -0.835  -0.034
C: -0.126 -2.756 -0.811  -0.192
C: -0.083 -3.241 0.617  -0.105
N: 0.305 -2.107 1.523  -0.264
C: -0.584 -1.988 2.695  -0.133
C: -1.875 -1.419 2.179  -0.192
N: -1.656 -0.093 1.549  -0.044
C: -2.830 0.681 1.656  -0.335
N: -4.030 0.098 1.660  -0.097
C: -4.446 -1.087 0.909  -0.008
C: -5.130 0.619 2.499  0.019
N: -2.785 2.006 1.850  -0.135
C: -1.975 2.546 2.933  -0.020
C: -3.833 2.912 1.361  -0.011
C: 1.718 -2.281 1.890  -0.173
C: 2.576 -2.004 0.677  -0.151
N: 2.015 -0.891 -0.167  -0.093
C: 2.849 -0.581 -1.209  -0.372
N: 4.163 -0.880 -1.098  -0.133
C: 4.879 -1.579 -2.171  -0.001
C: 5.029 -0.309 -0.072  -0.005
N: 2.391 -0.103 -2.380  -0.109
C: 1.227 -0.699 -3.054  -0.023
C: 3.328 0.558 -3.305  -0.005
N: -2.895 -0.607 -1.843  -0.115
C: -4.234 -0.841 -2.412  -0.005
C: -2.525 0.787 -1.840  -0.041
H: -1.884 -3.779 -3.798  0.108
H: -3.623 -3.450 -3.722  0.110
H: -2.478 -2.130 -4.015  0.098
H: -3.815 -4.350 -1.428  0.115
H: -2.119 -4.827 -1.358  0.110
H: -2.802 -3.724 -0.139  0.078
H: -0.512 -3.522 -1.471  0.120
H: 0.877 -2.530 -1.158  0.084
H: -1.059 -3.608 0.923  0.111
H: 0.618 -4.064 0.758  0.150
H: -0.735 -2.945 3.200  0.161
H: -0.118 -1.295 3.399  0.128
H: -2.243 -2.093 1.399  0.082
H: -2.630 -1.377 2.960  0.149
H: -3.704 -1.352 0.169  0.055
H: -4.632 -1.922 1.587  0.120
H: -5.382 -0.850 0.404  0.118
H: -4.763 1.348 3.212  0.099
H: -5.925 1.051 1.891  0.116
H: -5.537 -0.228 3.051  0.120
H: -2.551 2.541 3.862  0.124
H: -1.106 1.919 3.056  0.037
H: -1.698 3.575 2.716  0.104
H: -4.512 3.224 2.153  0.111
H: -3.343 3.805 0.975  0.103
H: -4.398 2.437 0.563  0.100
H: 1.918 -1.591 2.690  0.049
H: 1.905 -3.286 2.276  0.161
H: 3.591 -1.807 1.008  0.102
H: 2.634 -2.895 0.045  0.140
H: 4.180 -1.978 -2.902  0.102
H: 5.611 -0.942 -2.670  0.111
H: 5.411 -2.417 -1.720  0.118
H: 4.432 0.193 0.683  0.055
H: 5.636 -1.086 0.398  0.117
H: 5.701 0.421 -0.527  0.118
H: 0.357 -0.720 -2.408  0.043
H: 1.000 -0.114 -3.941  0.101
H: 1.466 -1.711 -3.392  0.118
H: 3.904 -0.152 -3.894  0.097
H: 2.747 1.164 -3.997  0.103
H: 4.000 1.208 -2.749  0.101
H: -4.620 -1.808 -2.107  0.103
H: -4.894 -0.056 -2.048  0.101
H: -4.220 -0.791 -3.500  0.112
H: -2.201 1.086 -2.836  0.105
H: -3.397 1.390 -1.587  0.103
H: -1.749 0.964 -1.106  0.001
C: 1.168 2.308 3.329  -0.199
P: 1.710 1.092 2.079  0.887
C: 2.916 0.237 3.151  -0.199
C: 2.727 2.121 0.998  -0.403
C: 3.934 2.669 1.433  -0.062
C: 4.665 3.494 0.591  -0.006
C: 4.195 3.772 -0.685  -0.007
C: 2.977 3.260 -1.108  -0.057
C: 2.229 2.440 -0.263  -0.380
P: 0.520 1.943 -0.602  0.828
C: 0.307 2.334 -2.364  -0.186
C: -0.447 3.321 0.075  -0.192
H: 2.098 2.760 3.676  0.078
H: 0.683 1.836 4.184  0.077
H: 0.552 3.105 2.936  0.030
H: 3.490 1.023 3.639  0.069
H: 3.606 -0.404 2.610  0.051
H: 2.425 -0.320 3.948  0.076
H: 4.330 2.458 2.417  0.118
H: 5.601 3.917 0.931  0.137
H: 4.768 4.410 -1.346  0.136
H: 2.624 3.522 -2.095  0.110
H: 0.658 3.360 -2.476  0.070
H: -0.739 2.343 -2.641  0.042
H: 0.862 1.698 -3.040  0.022
H: -0.198 4.223 -0.486  0.087
H: -0.207 3.500 1.117  0.026
H: -1.511 3.121 -0.032  0.033

Properties
2S+1 = 2
max |F| = 0.72 eV/A
M = 831.09 g/mol
net charge = +4
HOMO-LUMO gap (alpha / beta) = 8.14 / 5.00 eV
energy above the lowest of the compared OMol25 structures with the same formula, charge and spin = 30.8 kJ/mol